[1]
Formula: CH3I2O2P
Source: the OMol25 dataset
Level of theory: ωB97M-V/def2-TZVPD

LUMO energy: -1.098 eV
E: -1127.1667 hartree
HOMO level: -0.3564 Ha
Molecular weight: 331.8 g/mol

Structure (ORCA input):
```
! RIJCOSX wB97M-V def2-TZVPD def2/J DEFGRID3
* xyz 0 1
I -1.35 1.96 0.62
I -2.93 -1.44 0.34
P -0.37 0.02 -0.44
O -0.79 -0.07 -1.84
O -0.97 -1.21 0.52
C 1.37 0.09 0.11
H 1.69 1.05 -0.34
H 1.43 0.38 1.22
H 1.92 -0.78 -0.18
*
```

=====

[2]
Formula: CH3IN2
Source: the OMol25 dataset
Level of theory: ωB97M-V/def2-TZVPD

LUMO energy: -0.702 eV
E: -446.9806 hartree
HOMO level: -0.3488 Ha
Molecular weight: 170.0 g/mol

Structure (ORCA input):
```
! RIJCOSX wB97M-V def2-TZVPD def2/J DEFGRID3
* xyz 0 1
I -0.56 -1.62 2.03
N 0.21 -0.89 0.14
N 0.62 0.73 0.34
C -0.36 0.25 -0.58
H -1.39 0.47 -0.13
H 1.58 0.77 -0.11
H -0.10 0.30 -1.68
*
```

=====

[3]
Formula: CH3IN2O
Source: the OMol25 dataset
Level of theory: ωB97M-V/def2-TZVPD

LUMO energy (spin up / spin down): -0.771 / -0.621 eV
E: -522.1103 hartree
HOMO level (spin up / spin down): -0.3143 / -0.3136 Ha
Molecular weight: 186.0 g/mol

Structure (ORCA input):
```
! RIJCOSX wB97M-V def2-TZVPD def2/J DEFGRID3
* xyz 0 1
I -0.17 2.15 0.36
O 1.73 0.09 -0.57
N -1.21 0.49 -0.07
N 1.33 1.12 -1.03
C -0.63 -0.71 0.25
H 0.57 -0.66 -0.17
H -1.07 -1.65 -0.16
H -0.54 -0.84 1.39
*
```

=====

[4]
Formula: CH3IN2O
Source: the OMol25 dataset
Level of theory: ωB97M-V/def2-TZVPD

LUMO energy: 0.182 eV
E: -522.2734 hartree
HOMO level: -0.3221 Ha
Molecular weight: 186.0 g/mol

Structure (ORCA input):
```
! RIJCOSX wB97M-V def2-TZVPD def2/J DEFGRID3
* xyz 0 1
I -3.98 0.19 -0.03
O -1.89 -1.87 -0.08
N 0.34 0.17 0.22
N -0.93 0.41 0.61
C -2.13 -0.74 0.02
H 0.60 -0.73 0.63
H 0.31 0.24 -0.85
H -1.37 1.16 0.08
*
```